(1)
56
Properties=species:S:1:pos:R:3 method="wB97M-V/def2-TZVPD" lumo_energy_ha="0.143 / 0.067" spin_multiplicity=2 total_energy_ha=-3891.5609 e_above_lowest_ev=0.496 charge=-2
Pb -0.14 0.38 -0.19
N 0.66 -1.94 -4.12
C -0.07 -1.22 -3.27
N 0.34 -1.47 -2.05
C 1.34 -2.37 -2.21
N 1.58 -2.69 -3.46
C 2.07 -2.95 -1.07
C 3.40 -3.36 -1.17
N 4.06 -3.85 -0.14
C 3.40 -3.89 1.02
C 2.07 -3.51 1.12
N 1.40 -3.06 0.07
H 0.60 -1.97 -5.12
H -0.89 -0.57 -3.54
H 3.92 -3.29 -2.12
H 3.95 -4.24 1.89
H 1.53 -3.56 2.06
O -4.56 -3.11 4.54
C -4.28 -1.89 4.63
O -4.64 -1.02 5.45
C -3.32 -1.37 3.53
C -2.11 -0.78 3.88
C -1.26 -0.34 2.89
N -1.61 -0.43 1.60
C -2.77 -0.97 1.24
C -3.65 -1.48 2.18
C -3.08 -1.02 -0.26
O -4.12 -1.56 -0.60
O -2.20 -0.49 -1.03
H -1.84 -0.67 4.92
H -0.28 0.07 3.10
H -4.55 -1.96 1.85
O -1.68 2.26 0.28
N -1.21 3.37 -0.20
C -2.03 4.15 -0.94
C -1.62 5.35 -1.46
C -0.30 5.76 -1.23
C 0.54 4.95 -0.51
C 0.10 3.72 0.01
S 1.12 2.64 0.87
H -3.02 3.75 -1.06
H -2.31 5.94 -2.04
H 0.05 6.70 -1.62
H 1.57 5.21 -0.34
Cl 3.53 1.31 3.27
C 3.63 -0.37 2.67
Cl 2.93 -1.46 3.89
Cl 5.33 -0.80 2.43
C 2.79 -0.44 1.31
O 3.45 -0.49 0.27
O 1.55 -0.45 1.51
N -0.35 1.58 -6.78
C 0.02 1.92 -5.73
N 0.49 2.36 -4.59
C 0.29 1.97 -3.39
N 0.17 1.68 -2.26

(2)
45
Properties=species:S:1:pos:R:3 method="wB97M-V/def2-TZVPD" lumo_energy_ha=0.091 spin_multiplicity=1 total_energy_ha=-4172.5484 e_above_lowest_ev=0.000 charge=-1
C 0.49 -0.14 -2.37
N 0.51 1.22 -2.61
N 0.53 2.37 -2.72
C -0.84 -0.75 -2.33
C -1.09 -2.13 -2.13
C -2.38 -2.64 -2.23
C -3.47 -1.81 -2.49
C -3.25 -0.43 -2.63
C -1.96 0.09 -2.52
C 1.79 -0.81 -2.38
C 2.01 -2.18 -2.08
C 3.26 -2.77 -2.29
C 4.36 -1.99 -2.67
C 4.19 -0.61 -2.86
C 2.93 -0.03 -2.70
H -0.30 -2.82 -1.89
H -2.52 -3.72 -2.11
H -4.48 -2.22 -2.57
H -4.09 0.25 -2.83
H -1.82 1.17 -2.60
H 1.23 -2.80 -1.67
H 3.36 -3.84 -2.14
H 5.34 -2.45 -2.79
H 5.04 0.02 -3.15
H 2.82 1.04 -2.86
O 3.05 0.61 4.39
C 1.93 0.91 4.35
Co 0.21 1.30 4.36
C -0.37 -0.36 4.15
O -0.74 -1.45 4.12
C 0.21 1.54 6.11
O 0.18 1.65 7.26
C 0.17 2.37 2.70
C -0.23 1.70 1.55
C 0.17 1.16 0.39
Co -1.58 1.99 2.67
C -2.33 0.51 2.05
O -2.73 -0.45 1.55
C -2.73 3.19 2.01
O -3.46 3.98 1.58
C -2.04 1.98 4.48
O -2.73 2.18 5.39
H 0.76 3.29 2.66
H -0.56 0.59 -0.19
H 1.19 1.31 0.04

(3)
44
Properties=species:S:1:pos:R:3 method="wB97M-V/def2-TZVPD" lumo_energy_ha=-0.206 spin_multiplicity=1 total_energy_ha=-1867.0356 charge=+1
Ir -0.02 -0.15 0.20
F -0.28 0.62 5.50
C -1.52 0.57 5.02
F -2.33 1.09 5.94
F -1.85 -0.73 4.90
C -1.66 1.25 3.68
C -2.62 2.23 3.46
C -2.77 2.75 2.18
C -1.96 2.27 1.17
N -1.05 1.32 1.36
C -0.88 0.81 2.60
S 0.32 -0.43 2.67
H -3.23 2.57 4.28
H -3.51 3.51 1.98
H -2.05 2.66 0.16
N -0.67 -9.31 -4.43
C -0.58 -8.26 -3.96
C -0.48 -6.98 -3.38
C 0.19 -5.95 -4.05
C 0.28 -4.70 -3.47
C -0.31 -4.46 -2.23
C -0.99 -5.49 -1.57
C -1.07 -6.75 -2.13
C -0.24 -3.13 -1.60
C 1.00 -2.50 -1.48
C 2.28 -3.09 -1.74
C 3.23 -2.14 -1.44
C 2.53 -0.99 -1.04
N 1.21 -1.19 -1.05
C -1.46 -2.58 -1.16
C -2.77 -3.00 -1.53
C -3.66 -2.15 -0.92
C -2.89 -1.25 -0.15
N -1.59 -1.50 -0.29
H 0.62 -6.14 -5.02
H 0.77 -3.90 -3.99
H -1.42 -5.31 -0.60
H -1.59 -7.55 -1.62
H 2.45 -4.10 -2.06
H 4.30 -2.24 -1.50
H 2.95 -0.03 -0.77
H -2.99 -3.79 -2.22
H -4.73 -2.15 -0.98
H -3.25 -0.48 0.51

(4)
80
Properties=species:S:1:pos:R:3 method="wB97M-V/def2-TZVPD" lumo_energy_ha=-0.030 spin_multiplicity=1 total_energy_ha=-19518.2690 e_above_lowest_ev=2.335 charge=0
C -1.99 1.63 -0.53
N -1.53 0.27 -0.07
C -0.31 -0.14 -0.83
C 0.95 0.73 -0.44
C 1.14 1.10 0.97
C 2.33 1.91 1.39
C 3.25 2.35 0.35
C 3.07 1.98 -1.10
N 4.02 2.47 -2.00
C 3.76 2.09 -3.28
C 4.75 2.63 -4.38
C 4.71 4.23 -4.25
F 4.85 4.88 -5.49
C 2.61 1.21 -3.66
N 1.66 0.71 -2.81
C 1.93 1.15 -1.51
H -1.90 2.39 0.29
H -1.40 1.97 -1.43
H -3.07 1.54 -0.84
H -2.26 -0.37 -0.41
H -0.56 0.00 -1.93
H -0.11 -1.23 -0.63
H 0.42 0.78 1.77
H 2.56 2.21 2.45
H 4.14 2.97 0.63
H 5.80 2.33 -4.06
H 4.50 2.27 -5.41
H 3.70 4.47 -3.81
H 5.46 4.56 -3.47
H 2.52 0.94 -4.75
C -2.97 4.75 2.33
Cl -1.27 4.24 2.38
Cl -4.01 3.34 2.61
Cl -3.25 5.96 3.59
Cl -3.33 5.45 0.74
C -0.41 3.43 -5.17
Cl -2.04 2.73 -5.04
Cl -0.46 5.14 -4.72
Cl 0.69 2.55 -4.08
Cl 0.17 3.27 -6.84
C 4.85 -2.40 -2.49
Cl 5.63 -2.55 -4.07
Cl 4.73 -0.69 -2.05
Cl 3.22 -3.09 -2.56
Cl 5.81 -3.26 -1.27
C 7.42 -5.73 1.65
Cl 7.44 -4.91 3.22
Cl 8.65 -7.01 1.65
Cl 5.82 -6.44 1.38
Cl 7.78 -4.56 0.37
C -5.20 -0.53 3.95
Cl -3.66 -0.94 3.18
Cl -5.86 0.93 3.19
Cl -6.34 -1.87 3.74
Cl -4.94 -0.23 5.67
C -4.51 3.41 7.24
Cl -6.12 2.70 7.36
Cl -4.58 5.12 7.72
Cl -3.39 2.54 8.30
Cl -3.94 3.30 5.56
C -8.01 -3.89 0.06
Cl -8.02 -5.65 0.30
Cl -7.19 -3.12 1.44
Cl -7.14 -3.50 -1.43
Cl -9.68 -3.31 -0.06
C -9.12 0.92 0.27
Cl -9.51 0.66 -1.44
Cl -8.36 -0.53 0.93
Cl -8.00 2.29 0.41
Cl -10.60 1.28 1.17
C 0.07 -4.31 -4.85
Cl 0.74 -5.59 -3.82
Cl 0.98 -4.24 -6.37
Cl -1.63 -4.66 -5.19
Cl 0.21 -2.75 -4.01
C 6.87 -6.46 6.85
Cl 5.93 -6.90 5.41
Cl 7.87 -7.83 7.34
Cl 7.91 -5.07 6.48
Cl 5.76 -6.03 8.16

(5)
43
Properties=species:S:1:pos:R:3 method="wB97M-V/def2-TZVPD" lumo_energy_ha=-0.248 spin_multiplicity=1 total_energy_ha=-1451.1847 charge=+1
F -3.91 3.27 -2.15
C -3.68 1.93 -2.13
C -4.73 1.04 -2.13
C -4.49 -0.32 -2.10
F -5.53 -1.19 -2.10
C -3.19 -0.79 -2.07
C -2.09 0.09 -2.07
C -0.79 -0.48 -2.03
C 0.51 0.09 -2.05
C 1.61 -0.78 -2.05
C 2.91 -0.31 -2.07
F 3.95 -1.17 -2.09
C 3.14 1.05 -2.09
C 2.09 1.94 -2.10
F 2.32 3.28 -2.12
C 0.80 1.47 -2.08
C -2.38 1.47 -2.11
H -5.74 1.41 -2.15
H -3.04 -1.85 -2.06
H -0.79 -1.56 -1.98
H 1.47 -1.84 -2.04
H 4.15 1.42 -2.10
H 0.04 2.22 -2.09
H -1.63 2.21 -2.12
O 4.63 -1.36 3.44
C 3.92 -0.71 2.70
O 4.42 0.11 1.75
C 2.45 -0.81 2.82
C 1.64 -0.07 1.99
C 0.25 -0.20 2.12
C -0.30 -1.07 3.08
N -1.67 -1.00 2.98
C -1.99 -0.10 1.98
C -0.84 0.40 1.44
C 0.54 -1.82 3.93
C 1.89 -1.68 3.78
H 5.39 0.06 1.81
H 2.07 0.58 1.26
H -2.33 -1.52 3.56
H -2.99 0.17 1.68
H -0.76 1.13 0.66
H 0.11 -2.48 4.67
H 2.57 -2.23 4.41

(6)
50
Properties=species:S:1:pos:R:3 method="wB97M-V/def2-TZVPD" lumo_energy_ha=0.083 spin_multiplicity=1 total_energy_ha=-2946.9101 e_above_lowest_ev=1.278 charge=-1
F 4.47 -2.44 3.49
C 3.19 -2.30 3.15
S 2.51 -3.62 2.09
C 0.89 -4.10 2.72
C -0.22 -4.09 1.88
C -1.45 -4.49 2.36
C -1.59 -4.91 3.68
C -0.49 -4.93 4.53
C 0.76 -4.52 4.05
O 2.24 -3.03 0.79
O 3.40 -4.76 2.25
S 2.03 -1.23 3.99
C 2.79 0.11 4.88
C 2.38 0.82 6.05
C 3.36 1.34 6.89
C 4.71 1.25 6.55
C 5.03 0.85 5.25
C 4.07 0.30 4.39
O 1.48 -0.69 2.74
O 1.21 -1.93 4.96
H -0.12 -3.70 0.87
H -2.31 -4.46 1.70
H -2.55 -5.23 4.06
H -0.56 -5.26 5.57
H 1.65 -4.52 4.69
H 1.33 1.04 6.24
H 3.10 1.88 7.80
H 5.50 1.50 7.26
H 6.02 0.94 4.84
H 4.32 -0.02 3.37
F -1.32 1.71 -3.47
C -1.43 1.55 -2.12
F -1.43 2.78 -1.52
F -2.62 0.94 -1.83
S 0.03 0.51 -1.56
N -0.29 0.37 0.20
C -0.90 -0.76 0.79
O -1.10 -1.85 0.27
C -1.13 -0.38 2.21
C -0.57 0.86 2.43
C -0.63 1.49 3.65
C -1.30 0.86 4.69
C -1.83 -0.42 4.49
C -1.70 -1.08 3.27
C 0.19 1.27 1.20
O 1.01 2.15 1.00
H -0.15 2.46 3.73
H -1.40 1.37 5.66
H -2.40 -0.93 5.25
H -1.99 -2.12 3.16

(7)
50
Properties=species:S:1:pos:R:3 method="wB97M-V/def2-TZVPD" lumo_energy_ha="0.067 / 0.055" spin_multiplicity=4 total_energy_ha=-3353.5787 charge=-1
V -0.73 -0.67 -0.02
O -2.60 6.06 -0.10
C -1.43 5.67 -0.25
O -0.36 6.30 -0.36
C -1.28 4.14 -0.34
C -0.03 3.56 -0.51
C 0.08 2.18 -0.60
N -0.99 1.39 -0.53
C -2.21 1.93 -0.38
C -2.38 3.30 -0.27
C -3.29 0.92 -0.31
C -4.64 1.23 -0.38
C -5.56 0.20 -0.33
C -5.12 -1.11 -0.23
C -3.76 -1.34 -0.17
N -2.86 -0.36 -0.20
C 1.34 1.44 -0.86
C 2.53 2.09 -1.14
C 3.63 1.34 -1.54
C 3.48 -0.03 -1.68
C 2.26 -0.60 -1.36
N 1.22 0.10 -0.90
H 0.83 4.22 -0.56
H -3.35 3.76 -0.13
H -4.94 2.26 -0.47
H -6.62 0.42 -0.38
H -5.80 -1.95 -0.20
H -3.35 -2.34 -0.08
H 2.59 3.17 -1.07
H 4.57 1.83 -1.76
H 4.28 -0.65 -2.03
H 2.11 -1.66 -1.48
O -0.01 -1.80 3.74
S 0.01 -1.54 2.33
O -1.05 -2.17 1.52
O 0.02 -0.10 1.96
C 1.56 -2.19 1.70
C 2.66 -1.81 2.46
C 3.93 -2.25 2.13
C 4.09 -3.10 1.04
C 3.00 -3.46 0.28
C 1.71 -3.01 0.57
S 0.45 -3.60 -0.62
O -0.34 -4.57 0.09
O 1.24 -4.08 -1.73
O -0.35 -2.42 -1.10
H 2.50 -1.17 3.32
H 4.78 -1.95 2.72
H 5.07 -3.47 0.78
H 3.11 -4.10 -0.59

(8)
51
Properties=species:S:1:pos:R:3 method="wB97M-V/def2-TZVPD" lumo_energy_ha="-0.023 / -0.079" spin_multiplicity=5 total_energy_ha=-4259.7781 e_above_lowest_ev=0.000 charge=0
Co 0.06 0.15 -0.50
O -1.14 -4.23 -1.32
S -1.34 -3.15 -0.39
O -0.75 -3.18 0.91
N -0.82 -1.75 -1.06
C -1.08 -1.44 -2.34
C -1.50 -2.02 -3.50
C -1.36 -1.37 -4.75
C -0.61 -0.26 -5.17
C 0.32 0.50 -4.46
C 0.97 1.66 -4.89
C 1.69 2.44 -4.01
C 1.67 2.12 -2.62
N 1.17 1.02 -2.14
C 0.62 0.08 -3.07
C -3.09 -2.92 -0.23
C -3.95 -3.80 -0.86
C -5.32 -3.61 -0.72
C -5.80 -2.55 0.04
C -4.92 -1.68 0.66
C -3.56 -1.85 0.53
H -1.89 -3.03 -3.47
H -1.88 -1.87 -5.57
H -0.74 0.02 -6.21
H 0.85 1.98 -5.92
H 2.17 3.35 -4.32
H 2.07 2.82 -1.89
H -3.55 -4.62 -1.44
H -6.01 -4.30 -1.20
H -6.87 -2.41 0.14
H -5.31 -0.85 1.25
H -2.86 -1.19 1.03
O 0.51 0.03 1.66
Cl -0.29 1.27 1.63
O -0.54 1.82 2.90
O -1.53 0.89 0.91
O 0.42 2.16 0.71
Cl 5.91 -1.21 1.08
C 4.65 -1.24 -0.11
C 4.96 -1.02 -1.44
C 3.94 -1.04 -2.38
C 2.63 -1.25 -2.00
C 2.34 -1.50 -0.66
C 3.34 -1.50 0.30
C 1.58 -1.19 -3.07
O 1.61 -1.92 -4.02
O -0.69 -0.12 -2.46
H 5.98 -0.85 -1.73
H 4.17 -0.87 -3.43
H 1.34 -1.81 -0.34
H 3.12 -1.71 1.33

(9)
50
Properties=species:S:1:pos:R:3 method="wB97M-V/def2-TZVPD" lumo_energy_ha="-0.344 / -0.344" spin_multiplicity=1 total_energy_ha=-4002.2872 e_above_lowest_ev=0.110 charge=+2
Pd 0.21 -1.60 -1.12
S 2.39 -1.23 -2.04
C 2.35 0.34 -1.56
N 3.56 1.05 -1.68
N 3.83 2.03 -0.96
C 3.36 2.50 0.28
C 3.70 3.82 0.58
C 3.28 4.35 1.79
C 2.56 3.56 2.67
C 2.27 2.23 2.37
C 2.66 1.68 1.17
N 1.26 1.11 -1.25
N 0.15 0.49 -1.31
C -0.97 1.29 -1.22
C -2.18 0.76 -1.71
C -3.32 1.53 -1.68
C -3.27 2.82 -1.15
C -2.07 3.35 -0.67
C -0.91 2.61 -0.72
H 4.64 2.55 -1.32
H 4.27 4.42 -0.12
H 3.53 5.37 2.04
H 2.25 3.97 3.62
H 1.74 1.61 3.09
H 2.48 0.64 0.96
H -2.18 -0.21 -2.17
H -4.25 1.14 -2.08
H -4.17 3.42 -1.11
H -2.05 4.36 -0.27
H 0.02 3.00 -0.34
Cl -2.78 -2.67 -2.20
C -2.69 -2.13 -0.55
C -1.48 -1.66 -0.07
C -1.43 -1.21 1.24
Cl 0.09 -0.65 1.87
C -2.55 -1.22 2.07
Cl -2.45 -0.66 3.69
C -3.76 -1.69 1.57
Cl -5.15 -1.71 2.56
C -3.84 -2.15 0.25
Cl -5.32 -2.72 -0.38
N 1.48 -5.47 -0.37
C 0.13 -5.76 -0.33
C -0.50 -4.58 -0.54
N 0.44 -3.58 -0.70
C 1.63 -4.17 -0.59
H 2.23 -6.14 -0.25
H -0.24 -6.75 -0.17
H -1.56 -4.39 -0.57
H 2.59 -3.68 -0.64